(1)
This record from the Open Molecules 2025 dataset describes 2 unconnected molecules or ions with the total composition C17H19N at a distorted geometry. The level of theory is ωB97M-V/def2-TZVPD.

```
37
Properties=species:S:1:pos:R:3:forces:R:3
C -0.854 1.274 2.608 -0.7940 -0.6296 0.5720
C -2.243 1.099 3.240 0.2756 -0.1770 0.3829
C -0.028 -0.001 2.602 0.9567 0.7047 -1.2422
C 1.204 0.078 1.912 -0.3695 -1.5254 0.4714
C -0.326 -1.155 3.311 0.0429 0.6832 -0.1250
C 2.117 -0.981 2.040 -0.3030 0.8516 -0.8981
C 0.561 -2.224 3.343 -0.5276 -0.0845 0.3701
C 1.776 -2.152 2.686 0.0226 -0.0597 0.2068
H -1.065 1.732 1.643 0.7017 -0.2860 -0.4344
H -0.215 1.964 3.167 -0.4736 0.3276 -0.0016
H -2.165 1.085 4.329 -0.2575 0.3121 -0.0388
H 1.352 0.865 1.187 0.3816 0.4409 0.3397
H -1.267 -1.168 3.840 0.0309 -0.3514 0.2064
H 3.100 -0.911 1.589 -0.0746 0.0326 -0.1991
H 0.249 -3.061 3.958 0.2983 -0.2825 -0.2751
H 2.477 -2.973 2.616 -0.0807 -0.1120 0.4486
H -2.695 0.138 2.990 0.0944 -0.0371 -0.2865
H -2.936 1.857 2.879 0.0447 0.1909 0.3748
C -2.364 -0.259 -1.507 -0.8458 1.1339 1.0688
C 1.006 -0.272 -2.895 -0.5043 0.3820 -1.5671
C -0.276 0.353 -2.855 1.8241 0.1508 0.8975
C -1.156 -0.592 -2.290 -0.0227 0.7749 0.5485
C -0.433 -1.814 -2.232 0.5258 -0.5445 -0.3553
C 2.158 0.362 -3.282 0.4630 -0.8936 0.0334
C 2.128 1.724 -3.531 -1.4710 1.1214 0.3845
C 0.916 2.459 -3.316 0.9749 -1.8939 -1.5149
C -0.247 1.744 -3.077 -0.8533 1.3045 0.3423
N 0.816 -1.635 -2.677 -0.3991 -0.3682 1.1115
H 3.041 -0.249 -3.433 0.1498 0.2775 0.0454
H 2.963 2.268 -3.947 0.2752 -0.2098 0.1532
H 1.572 -2.308 -2.595 -0.3247 0.0429 -0.0995
H 0.891 3.456 -3.729 -0.1988 0.2883 0.6169
H -0.785 -2.773 -1.885 0.0273 -0.0066 0.0184
H -1.155 2.338 -3.073 -0.1751 -0.2907 0.0331
H -3.341 -0.475 -1.931 0.0608 -0.3019 -0.3219
H -2.387 0.802 -1.223 0.1498 0.1383 -0.9426
H -2.388 -0.596 -0.464 0.3754 -1.1036 -0.3237
```
Positions in Å, forces in eV/Å.

Calculated values
LUMO (spin up / spin down) in eV: -3.69 / -6.91
Energy above the lowest of the compared OMol25 structures with the same formula, charge and spin in kcal/mol: 21.9
Kohn-Sham gap (spin up / spin down) in eV: 7.6330 / 4.4105
Spin multiplicity: 2
Total charge: +1

Results of the Löwdin charge analysis, in e, for atoms 1 through 4: -0.21 -0.11 -0.24 -0.05

(2)
This record from the Open Molecules 2025 dataset describes 10 unconnected molecules or ions with the total composition C10H40O10 at a distorted geometry. The level of theory is ωB97M-V/def2-TZVPD.

```
60
Properties=species:S:1:pos:R:3:forces:R:3
C 4.395 -0.646 -0.927 0.3811 1.1098 -0.2327
O 3.683 0.596 -0.901 0.0592 -0.5909 0.1967
H 4.562 -1.034 0.081 -0.2783 -0.2945 -0.0695
H 3.895 -1.337 -1.604 0.0725 -0.3733 0.2356
H 5.386 -0.416 -1.324 -0.0606 -0.1424 -0.0885
H 2.755 0.346 -0.773 -0.1259 0.3296 -0.1190
C 2.680 -1.735 2.070 0.3846 0.3293 0.1730
O 1.810 -1.805 3.202 0.0281 -0.0273 -0.2566
H 3.123 -0.740 1.961 -0.2106 0.0125 -0.0116
H 3.519 -2.432 2.154 -0.1782 -0.1601 0.0594
H 2.110 -1.954 1.172 -0.0490 -0.1153 0.0233
H 2.092 -1.173 3.868 0.0654 -0.0655 -0.0046
C 0.455 2.909 -2.028 0.4839 -0.1097 0.1450
O -0.690 2.060 -2.085 0.2587 -0.1988 -0.1059
H 0.293 3.828 -2.589 0.0352 0.0191 -0.0299
H 0.670 3.144 -0.987 -0.2831 0.0509 0.0468
H 1.343 2.381 -2.383 -0.0144 0.1223 -0.1753
H -0.705 1.658 -2.960 -0.3040 0.1010 -0.0617
C 0.176 -0.070 0.308 -0.6344 -0.5608 0.2145
O 0.956 -0.025 -0.879 0.2034 0.1503 0.2823
H -0.839 0.283 0.118 0.0286 0.0225 -0.0070
H 0.109 -1.109 0.641 -0.0618 0.1322 0.0248
H 0.575 0.507 1.146 0.3892 0.1942 -0.3322
H 0.363 0.203 -1.602 0.0460 0.1006 0.0636
C -1.372 -2.530 2.778 0.8410 0.5234 -0.1983
O -0.448 -3.604 2.871 -0.1505 -0.0986 -0.0335
H -2.361 -2.902 3.023 -0.0950 0.0867 0.0465
H -1.068 -1.696 3.422 -0.3100 -0.2364 0.3341
H -1.373 -2.076 1.778 -0.2791 -0.4006 -0.0324
H 0.410 -3.245 3.126 -0.0451 0.1482 -0.0533
C 3.086 -0.059 -4.244 0.7654 -0.2488 -0.1880
O 3.011 -0.806 -5.453 -0.2793 0.1238 -0.1510
H 4.137 0.113 -3.994 -0.1121 0.0861 0.2565
H 2.636 0.923 -4.382 -0.2483 -0.0810 0.0093
H 2.623 -0.617 -3.430 -0.1507 0.1847 0.0796
H 3.865 -1.204 -5.624 -0.0071 -0.0358 0.0144
C -3.083 3.970 -0.549 1.2122 -0.6050 -0.8161
O -3.030 2.542 -0.669 -0.3584 0.4739 0.5619
H -4.067 4.310 -0.253 -0.0995 -0.1514 0.1300
H -2.297 4.313 0.136 -0.3712 0.1436 0.2627
H -2.811 4.390 -1.528 -0.3600 0.2502 0.1265
H -2.141 2.343 -0.995 -0.1880 -0.1322 -0.2058
C -1.538 2.497 3.080 0.3131 -0.3588 -0.5520
O -2.386 2.877 4.144 0.2713 0.1305 0.0903
H -1.363 1.424 3.178 -0.2345 -0.0185 -0.0625
H -1.981 2.701 2.098 -0.1259 -0.1298 0.0671
H -0.530 2.936 3.058 -0.2211 0.3129 0.4494
H -2.449 3.835 4.174 -0.0090 0.0173 -0.0417
C -3.841 -0.567 1.102 -0.5435 -0.4874 0.5202
O -3.500 -1.704 0.323 0.4270 -0.1324 -0.4767
H -3.055 0.176 1.035 0.0102 0.0398 -0.2488
H -4.798 -0.159 0.773 0.1412 0.2995 -0.0406
H -3.947 -0.867 2.152 0.0480 0.1634 -0.0093
H -4.245 -2.309 0.290 -0.0789 0.0580 0.1104
C -0.471 -3.183 -1.125 0.4785 -0.1514 0.1267
O -1.600 -2.851 -1.909 -0.0646 0.0566 0.0384
H 0.323 -2.429 -1.212 -0.1731 -0.0186 -0.0737
H -0.706 -3.298 -0.064 -0.1045 -0.0445 -0.0415
H -0.049 -4.129 -1.474 -0.1161 -0.0001 -0.0249
H -2.295 -2.550 -1.315 -0.0180 0.1969 0.0560
```
Positions in Å, forces in eV/Å.

Calculated values
LUMO in eV: 0.38
Energy above the lowest of the compared OMol25 structures with the same formula, charge and spin in kcal/mol: 88.3
Kohn-Sham gap in eV: 10.1475
Structure (SMILES): CO.CO.CO.CO.CO.CO.CO.CO.CO.CO

Results of the Löwdin charge analysis, in e, for atoms 1 through 4: -0.16 -0.15 0.06 0.07

(3)
This record from the Open Molecules 2025 dataset describes 2 unconnected molecules or ions with the total composition C4H7N2P at a distorted geometry. The level of theory is ωB97M-V/def2-TZVPD.

```
14
Properties=species:S:1:pos:R:3:forces:R:3
C -2.250 0.030 0.005 2.5421 0.5414 0.6650
C -1.515 1.251 -0.180 -2.9673 1.0687 -0.2099
C -1.220 -0.925 0.112 -2.3734 2.2942 -1.0227
C 1.757 -0.993 -0.147 -3.9237 3.5518 2.0809
N -0.212 1.052 -0.301 -0.9657 -0.9437 -0.1078
N -0.124 -0.269 -0.193 5.7670 -1.2326 0.2474
P 2.839 0.471 -0.099 -0.3487 -0.2082 2.3774
H -3.262 -0.188 0.212 -0.9179 0.2548 0.0143
H -2.014 2.270 -0.261 1.1465 -1.3985 0.0914
H -1.410 -1.938 0.274 0.6326 -1.5234 0.1341
H 1.623 -1.662 -0.913 0.1695 -1.5769 -1.6825
H 1.553 -1.286 0.876 0.5205 -0.9030 -0.2173
H 2.248 0.793 1.290 1.1377 -0.1597 -1.8036
H 1.985 1.394 -0.676 -0.4191 0.2352 -0.5666
```
Positions in Å, forces in eV/Å.

Calculated values
LUMO in eV: 0.28
Energy above the lowest of the compared OMol25 structures with the same formula, charge and spin in kcal/mol: 75.5
Kohn-Sham gap in eV: 9.1076

Results of the Löwdin charge analysis, in e, for atoms 1 through 4: -0.08 -0.20 -0.15 -0.28

(4)
This record from the Open Molecules 2025 dataset describes a molecular structure, C33H34N3O2PPd at a distorted geometry. The level of theory is ωB97M-V/def2-TZVPD.

```
74
Properties=species:S:1:pos:R:3:forces:R:3
Pd -0.075 0.084 0.286 -0.7365 -1.0783 -0.2597
C 6.737 -0.301 1.472 -0.0003 0.0065 -0.0060
C 5.779 -1.159 2.004 0.0185 0.0197 -0.0039
C 4.450 -1.004 1.657 0.0096 0.0980 -0.0270
C 4.093 0.020 0.777 -0.1047 -1.0883 -0.0539
C 5.043 0.879 0.226 -0.0292 -0.0471 0.0101
C 6.370 0.717 0.602 -0.0176 0.0156 0.0361
P 2.360 0.322 0.399 -1.6015 1.7278 0.0622
C 2.271 1.415 -1.018 0.4085 0.0385 -0.2155
C 1.980 2.777 -0.925 0.0502 -0.0392 0.0082
C 1.994 3.555 -2.070 -0.0096 -0.0104 -0.0693
C 2.284 2.984 -3.304 -0.0174 0.0271 0.0135
C 2.571 1.629 -3.402 -0.0521 -0.0023 -0.0060
C 2.568 0.844 -2.261 0.0635 0.0728 0.0330
C 1.655 1.071 1.859 1.3748 0.5746 0.2354
C 2.088 2.218 2.505 -0.1494 -0.1802 0.6230
C 1.379 2.605 3.632 -0.2022 -0.0300 0.0200
C 0.297 1.842 4.080 0.2891 -0.1742 0.0423
C -0.145 0.697 3.408 -0.3810 -0.4219 0.2317
C 0.569 0.345 2.291 0.3809 1.0319 -1.1547
H 7.779 -0.432 1.733 -0.0267 0.0213 0.0174
H 6.073 -1.948 2.684 -0.0040 0.0154 -0.0167
H 3.696 -1.664 2.071 0.0050 -0.0030 -0.0157
H 4.760 1.664 -0.461 0.0159 -0.0250 -0.0303
H 7.118 1.393 0.210 -0.0075 -0.0345 -0.0225
H 1.751 3.225 0.030 -0.0510 -0.0108 0.0115
H 1.786 4.615 -2.000 -0.0094 -0.0073 -0.0040
H 2.293 3.601 -4.194 -0.0011 -0.0141 0.0198
H 2.799 1.188 -4.364 0.0219 0.0083 0.0190
H 2.834 -0.206 -2.329 -0.0027 0.0203 -0.0189
H 2.943 2.776 2.144 0.0329 -0.0482 0.0640
H 1.663 3.498 4.174 -0.0548 -0.0014 0.0083
H -0.236 2.139 4.974 0.0066 0.0040 -0.0063
H -0.979 0.122 3.790 -0.1866 0.1771 -0.1348
C -4.404 0.135 -0.176 0.0890 -0.0092 -0.1367
C -3.040 0.760 -0.092 -0.1860 -0.2173 -0.0151
O -2.078 -0.058 -0.089 -0.0776 -0.5263 0.1031
C -2.880 2.163 -0.006 -0.3069 0.0268 -0.0913
C -3.985 3.034 -0.223 0.0165 -0.2590 0.0161
C -3.852 4.380 -0.102 0.0711 0.2024 0.0381
C -2.597 4.908 0.263 0.0769 -0.0172 0.0075
C -1.513 4.093 0.469 0.0103 0.3388 0.0949
C -1.625 2.700 0.329 0.5965 -0.4129 0.1228
O -0.535 1.996 0.561 0.3980 0.9297 0.1135
H -4.316 -0.945 -0.116 0.0164 0.0115 0.0027
H -4.881 0.399 -1.122 -0.0190 0.0141 0.0263
H -5.035 0.501 0.634 -0.0129 0.0107 -0.0267
H -4.944 2.622 -0.509 0.0274 -0.0508 0.0482
H -4.694 5.034 -0.276 0.0280 0.0161 0.0019
H -2.486 5.978 0.389 0.0044 -0.0198 -0.0267
H -0.551 4.494 0.760 -0.0424 0.0206 -0.0170
C -0.257 -5.248 1.678 -0.0602 0.0221 -0.0287
C 0.275 -4.055 2.438 -0.0155 0.0732 -0.0545
N 0.206 -2.873 1.573 0.0557 -0.1008 -0.0185
C 0.181 -2.891 0.227 0.0676 -0.1190 -0.2213
N 0.082 -1.744 -0.441 0.3195 -0.5999 0.5462
C 0.068 -1.709 -1.903 0.0129 -0.1112 0.1476
C -0.534 -2.991 -2.440 -0.0893 0.0317 -0.0524
C 0.241 -4.156 -1.869 0.0462 0.0289 0.1200
N 0.260 -4.073 -0.404 -0.0658 -0.1723 -0.1020
C 0.461 -5.320 0.348 0.0305 0.1211 -0.0227
H -1.329 -5.130 1.505 -0.0020 -0.0545 0.0321
H -0.099 -6.163 2.246 0.0115 0.0058 -0.0010
H 1.307 -4.231 2.749 0.0304 0.0085 0.0115
H -0.315 -3.861 3.331 -0.0183 0.0467 -0.0009
H 0.145 -1.967 1.997 -0.0018 0.1360 0.0925
H 1.084 -1.585 -2.286 0.0264 0.0273 -0.0370
H -0.515 -0.844 -2.229 -0.0452 0.0312 0.0103
H -0.485 -2.997 -3.528 -0.0157 -0.0336 0.0075
H -1.582 -3.062 -2.139 -0.0041 0.0209 -0.0465
H 1.263 -4.169 -2.257 0.0197 -0.0216 0.0079
H -0.227 -5.101 -2.138 -0.0143 -0.0159 0.0108
H 1.532 -5.490 0.499 0.0105 -0.0364 -0.0297
H 0.077 -6.137 -0.259 -0.0207 0.0104 -0.0430
```
Positions in Å, forces in eV/Å.

Calculated values
LUMO (spin up / spin down) in eV: -8.18 / -8.18
Energy above the lowest of the compared OMol25 structures with the same formula, charge and spin in kcal/mol: 0.0
Kohn-Sham gap (spin up / spin down) in eV: 5.1634 / 5.1651
Total charge: +2

Results of the Löwdin charge analysis, in e, for atoms 1 through 4: 1.12 -0.03 -0.05 -0.08

Molar mass
In order: 237.346 320.420 114.088 642.048
Unit: g mol⁻¹